<1>
Computed, not measured: a molecular structure, C2H3NO4, with ωB97M-V/def2-TZVPD.

Results
HOMO energy   -10.43 eV
Frontier orbital gap   0.3552 Ha
LUMO level   -0.77 eV

```
! RIJCOSX wB97M-V def2-TZVPD def2/J DEFGRID3
* xyz 0 1
H -1.22776 -1.70773 -1.46389
O -0.90141 -1.55107 0.49508
C 0.49650 0.34599 1.15376
O -0.99346 -0.78213 -2.06896
H -0.34040 0.97006 -1.24978
N 0.05852 -0.32214 -1.15275
O 0.27623 0.38784 2.31830
O 1.27132 1.29870 0.57838
H 1.51367 1.95276 1.19883
C -0.15321 -0.59229 0.19104
*
```

natural (NBO) population analysis, charges in e, atoms 1 to 4: atom 1 (H): 0.489, atom 2 (O): -0.542, atom 3 (C): 0.688, atom 4 (O): -0.555



<2>
Computed, not measured: a single C2H3NO4 molecule, with ωB97M-V/def2-TZVPD.

Results
HOMO energy   -10.86 eV
Frontier orbital gap   0.3601 Ha
LUMO level   -1.06 eV

```
! RIJCOSX wB97M-V def2-TZVPD def2/J DEFGRID3
* xyz 0 1
O -2.32870 -0.54191 -0.09238
C 1.27150 0.13435 -0.00578
H 0.07849 -1.51920 -0.71013
O 1.22292 1.41797 -0.01311
C -0.06082 -0.67309 0.00185
N -1.32317 0.11482 0.01429
H -0.18201 -1.32239 1.06035
H 0.31252 1.64923 -0.16827
O 2.29742 -0.61446 -0.06792
O -1.28815 1.35469 -0.01889
*
```

natural (NBO) population analysis, charges in e, atoms 1 to 4: atom 1 (O): -0.309, atom 2 (C): 0.764, atom 3 (H): 0.299, atom 4 (O): -0.623



Best to worst by energy: <2>, <1>.



<1>
Computed, not measured: a molecular structure, C3H7N, with ωB97M-V/def2-TZVPD.

Results
HOMO energy   -8.27 eV
Frontier orbital gap   0.3335 Ha
LUMO level   0.80 eV

```
! RIJCOSX wB97M-V def2-TZVPD def2/J DEFGRID3
* xyz 0 1
H -1.53081 -0.39501 -1.21502
H -0.30373 -1.70987 -0.99428
H -0.12137 -0.51638 -2.33371
N 1.14291 0.92917 -0.79709
H -1.16514 0.35940 1.37072
H 0.43119 0.74452 2.07692
H 1.68005 1.69109 0.27963
C -0.09991 0.12798 1.35023
H 0.02788 -0.92787 1.59008
C 0.43369 0.39355 0.00622
C -0.49476 -0.69658 -1.33369
*
```

natural (NBO) population analysis, charges in e, atoms 1 to 4: atom 1 (H): 0.192, atom 2 (H): 0.192, atom 3 (H): 0.212, atom 4 (N): -0.453



<2>
Computed, not measured: a single C3H7N molecule, with ωB97M-V/def2-TZVPD.

Results
HOMO energy   -9.21 eV
Frontier orbital gap   0.3820 Ha
LUMO level   1.18 eV

```
! RIJCOSX wB97M-V def2-TZVPD def2/J DEFGRID3
* xyz 0 1
H -1.77493 0.90848 0.81175
C 1.26737 -0.08948 -0.07956
H 0.02016 -0.40645 1.58057
N -1.20341 -0.85003 -0.06271
H 1.74790 0.55988 0.70540
C -1.16334 0.56857 -0.06105
C -0.06536 -0.23151 0.53709
H -1.03487 1.16882 -0.91959
H 1.80818 -1.07587 -0.40919
H 1.32877 0.67671 -1.09940
H -0.93047 -1.22913 -1.00330
*
```

natural (NBO) population analysis, charges in e, atoms 1 to 4: atom 1 (H): 0.191, atom 2 (C): -0.623, atom 3 (H): 0.190, atom 4 (N): -0.577



Best to worst by energy: <2>, <1>.



<1>
Computed, not measured: a molecular structure, C2H2BrO3S, with ωB97M-V/def2-TZVPD.

Results
HOMO energy   -5.27 eV
Frontier orbital gap   0.3076 Ha
LUMO level   3.10 eV

```
! RIJCOSX wB97M-V def2-TZVPD def2/J DEFGRID3
* xyz -1 1
H 1.34365 1.27835 -0.64252
C 1.37857 0.37026 -0.19242
H 0.75139 -1.60373 0.52498
O -1.47072 1.50643 0.25733
S -1.57799 0.08717 0.08951
Br 3.28820 -0.05808 0.01119
O -2.30264 -0.66282 1.12505
O -1.99744 -0.30751 -1.25985
C 0.58700 -0.61006 0.08673
*
```

natural (NBO) population analysis, charges in e, atoms 1 to 4: atom 1 (H): 0.215, atom 2 (C): -0.263, atom 3 (H): 0.216, atom 4 (O): -0.987



<2>
Computed, not measured: 2 unconnected molecules or ions with the total composition C2H2BrO3S, with ωB97M-V/def2-TZVPD.

Results
HOMO energy   -3.83 eV
Frontier orbital gap   0.1546 Ha
LUMO level   0.38 eV

```
! RIJCOSX wB97M-V def2-TZVPD def2/J DEFGRID3
* xyz -1 1
H -1.52654 -1.72097 0.03648
H 0.22729 0.60945 -0.79727
S 1.94902 -1.57167 -0.75391
O 2.79212 -0.68120 0.00944
C -0.91738 -0.99319 -0.34168
O 1.85931 -2.97425 -0.38509
O 1.87622 -1.36110 -2.19737
Br -2.73729 2.37691 2.08950
C 0.10741 -0.31661 -0.41716
*
```

natural (NBO) population analysis, charges in e, atoms 1 to 4: atom 1 (H): 0.225, atom 2 (H): 0.270, atom 3 (S): 2.394, atom 4 (O): -0.854



Best to worst by energy: <1>, <2>.



<1>
Computed, not measured: 3 unconnected molecules or ions with the total composition H6O3, with ωB97M-V/def2-TZVPD.

Results
HOMO energy (alpha / beta)   1.07 / -6.71 eV
Frontier orbital gap (alpha / beta)   0.1044 / 0.3851 Ha
LUMO level (alpha / beta)   3.91 / 3.77 eV
⟨S²⟩   0.7505

```
! RIJCOSX wB97M-V def2-TZVPD def2/J DEFGRID3
* xyz -1 2
H 0.31182 2.15244 -0.28630
O -0.80390 -1.03896 1.51240
H 0.79522 -1.78957 -2.12240
H -0.10019 2.36858 1.16763
O 0.80022 -0.91256 -1.70932
H -0.28839 -1.55658 0.88287
O -0.22383 1.74375 0.42279
H -0.39032 -0.15537 1.49388
H -0.10063 -0.81173 -1.36154
*
```

natural (NBO) population analysis, charges in e, atoms 1 to 4: atom 1 (H): 0.339, atom 2 (O): -1.004, atom 3 (H): 0.424, atom 4 (H): 0.295



<2>
Computed, not measured: 3 unconnected molecules or ions with the total composition H6O3, with ωB97M-V/def2-TZVPD.

Results
HOMO energy (alpha / beta)   0.98 / -6.89 eV
Frontier orbital gap (alpha / beta)   0.1086 / 0.3974 Ha
LUMO level (alpha / beta)   3.94 / 3.93 eV
⟨S²⟩   0.7504

```
! RIJCOSX wB97M-V def2-TZVPD def2/J DEFGRID3
* xyz -1 2
H 0.47644 -0.17199 0.52737
H 1.60690 -0.16939 -0.47957
H -0.18157 1.03647 -1.60716
O -0.41657 -1.30128 1.84186
H -0.28583 2.41924 -2.21459
O -0.81806 1.68580 -1.90628
H -0.91152 -2.03125 1.46988
O 0.70658 0.12935 -0.35152
H -0.17636 -1.59695 2.71999
*
```

natural (NBO) population analysis, charges in e, atoms 1 to 4: atom 1 (H): 0.511, atom 2 (H): 0.436, atom 3 (H): 0.502, atom 4 (O): -1.488



Best to worst by energy: <2>, <1>.



<1>
Computed, not measured: a molecular structure, C19H39IrN4O9P3S2, with ωB97M-V/def2-TZVPD.

Results
HOMO energy (alpha / beta)   -13.08 / -13.09 eV
Frontier orbital gap (alpha / beta)   0.2157 / 0.2195 Ha
LUMO level (alpha / beta)   -7.21 / -7.12 eV
⟨S²⟩   0.7731

```
! RIJCOSX wB97M-V def2-TZVPD def2/J DEFGRID3
* xyz 2 2
H -0.78474 0.85517 3.53322
N 0.28431 1.20246 1.74273
H 0.38536 3.33163 1.73812
H 4.26820 3.57109 -2.60809
C 3.18092 1.63605 -4.22530
H 5.29183 1.76975 -3.97091
H -4.11729 -2.57997 0.29404
H 5.33304 2.53800 -1.64250
H -3.25524 0.03738 3.59511
C 3.08829 -3.79944 3.18124
C -3.02457 -0.36672 2.61673
C 4.41802 1.58177 -3.35112
H 3.28956 0.98428 -5.09405
N -0.06171 1.40518 -0.97454
H 3.03178 -3.16448 -4.95084
C -1.91180 0.06633 1.93183
O 1.99792 -0.81561 3.72288
H 0.18638 -4.60322 2.82291
C -0.36141 2.56119 -0.12340
H 2.29666 1.32109 -3.66549
O 4.64526 0.19923 -2.91000
C -3.83079 -1.33344 2.03370
P 4.24439 -0.63850 -1.63825
H 5.47662 -1.37175 -4.66832
H 0.18834 -0.10583 -3.12824
O 0.29164 -4.41104 1.88161
C -0.98688 1.10605 2.49192
H 4.14482 -3.64914 3.39915
H 2.28359 -2.88000 -3.37151
H -1.18813 1.89718 -2.70758
C 5.60176 -2.37844 -4.27238
H 3.03091 2.65709 -4.58053
S 5.20182 -0.20167 -0.06514
C 2.68756 -2.90996 2.00568
P 0.90788 -3.00501 1.51984
H 2.94832 -1.51946 -4.30786
H 4.57825 -0.06586 3.21604
H 3.56034 -4.01904 0.63866
H 6.53754 -2.42412 -3.71566
C -0.76713 -0.19410 -2.61629
O 3.50817 -3.08264 0.86914
C -2.37174 -1.35259 0.15939
H 0.00622 -1.96328 -1.90031
C 4.40020 2.56681 -2.20207
N -1.59636 -0.42471 0.72132
H -1.41228 2.50246 0.17087
P 2.83576 -1.11936 2.41741
O 0.80623 -2.75378 0.01608
H -0.21643 3.50591 -0.64885
C 3.08969 -2.56975 -4.03821
O 4.30464 -0.93582 2.88865
H 0.82830 1.55061 -1.45535
H 1.06181 0.99818 2.36092
Ir 0.56020 -0.52008 0.22005
O 2.39510 -0.22389 1.23912
C -1.90447 -1.86557 -1.17023
O 4.52526 -2.11514 -2.08069
H 3.58068 2.35424 -1.50953
H 2.51880 -3.56582 4.08475
H -1.52162 -0.46491 -3.35631
C 0.53543 2.48112 1.07086
C -1.11150 1.10729 -1.95847
C -3.50902 -1.82672 0.77888
N -0.63750 -1.23978 -1.58979
C 4.44095 -2.78206 -3.39274
H -2.06592 1.04426 -1.43384
H -1.48674 2.07724 2.49432
H 1.58117 2.47965 0.75382
O 0.21574 -1.90725 2.30331
H -1.75614 -2.94155 -1.08353
S 2.16304 -0.38017 -1.59982
H 4.55297 -3.82667 -3.11272
H -2.68007 -1.70011 -1.92017
H 2.92748 -4.84709 2.92203
H 5.66633 -3.07699 -5.10821
H -4.69866 -1.70967 2.56043
H 1.08529 -1.16559 3.57516
*
```

Mulliken population analysis, charges in e, atoms 1 to 4: atom 1 (H): 0.647, atom 2 (N): -0.433, atom 3 (H): 0.571, atom 4 (H): 0.493



<2>
Computed, not measured: a molecular structure, C19H39IrN4O9P3S2, with ωB97M-V/def2-TZVPD.

Results
HOMO energy (alpha / beta)   -13.48 / -13.47 eV
Frontier orbital gap (alpha / beta)   0.2645 / 0.1993 Ha
LUMO level (alpha / beta)   -6.28 / -8.05 eV
⟨S²⟩   0.7556

```
! RIJCOSX wB97M-V def2-TZVPD def2/J DEFGRID3
* xyz 2 2
S -0.01396 1.35943 0.24632
H -3.54190 2.78510 1.29043
H 2.51647 1.46651 -2.13996
C -1.49525 0.04630 -4.44408
C 0.23883 -1.75377 4.19057
O -4.67836 -1.13594 1.90409
O -1.72928 0.15688 2.41358
H 1.30869 5.47028 -1.14436
C 1.07886 -3.24950 0.05521
C -5.15308 0.62228 0.25152
H -0.24443 1.79683 -4.35929
H -2.37392 0.59592 -4.11252
C 0.64315 -2.89419 3.27948
H 1.85313 3.15170 -0.43952
C 1.71295 0.19147 3.64632
H -0.88290 -4.01097 0.51301
H 1.55452 1.25288 3.84752
H 2.05391 -3.13803 0.53165
H -1.53825 -0.02103 -5.53139
C 2.71182 2.52758 -2.30671
S -2.37217 2.60160 -2.04566
O -4.00678 -2.33473 -0.69154
H 2.60736 2.73479 -3.37261
C 2.02491 4.87684 -1.70943
Ir -0.18505 -0.85017 1.15206
H 0.50758 -3.85781 3.77413
O 0.38916 3.18066 -1.89517
H 0.80426 -1.78101 5.12413
H -0.81922 -1.84510 4.44197
C 2.52848 0.04971 2.39768
C 1.01166 0.06342 -4.59300
N -0.20424 -2.80188 2.07537
C 1.80893 -1.13515 -0.97090
N 0.42106 -0.46977 3.50110
H 1.68988 -2.80946 2.97970
H -1.18287 -2.89868 2.34524
P -3.14536 -1.25647 -0.21091
O -3.93765 0.98482 3.35555
O -2.45671 -0.30596 -1.25653
H -5.80479 -0.03502 -0.32591
H 1.03587 -0.98215 -4.27427
H 3.03093 5.13503 -1.37790
H -5.77012 1.16304 0.97132
C -4.09857 -0.22098 0.96525
H -0.34733 0.16079 3.69845
H -1.51866 -0.96773 -4.03981
H 0.42461 -4.74233 1.45418
H 2.41269 -1.79987 -1.59094
H -4.54230 0.23672 3.50548
C 2.59436 -0.58257 0.17005
C 3.86404 0.41428 2.36127
H 4.33384 0.79807 3.25689
C 4.57080 0.27753 1.18252
O -2.79088 2.20976 1.49203
H 3.74250 2.73977 -2.01918
P -3.05854 0.78891 2.07131
H 1.19952 -3.89374 -0.81619
H 1.40323 -0.33450 -1.58999
H 1.92753 0.55892 -4.27426
H -0.08150 -1.94981 -1.08959
N 0.66367 -1.88174 -0.39206
H 4.44739 -0.39831 -0.86437
O -0.07427 0.74058 -2.57472
H 1.93172 5.13155 -2.76524
H 2.26766 -0.21642 4.49470
C 3.92482 -0.24772 0.07042
N 1.89995 -0.42303 1.31606
H -4.69133 1.33596 -0.43465
H 5.61410 0.55817 1.13021
C -0.21856 0.75172 -4.04464
H 0.98171 0.07534 -5.68199
H -5.17215 -1.80787 1.40819
P -0.59252 1.96285 -1.67741
C 0.05976 -3.81146 1.01816
C 1.77558 3.40049 -1.49929
H -2.96409 0.21376 -1.90137
O -1.88490 -1.72339 0.57424
*
```

Mulliken population analysis, charges in e, atoms 1 to 4: atom 1 (S): -0.751, atom 2 (H): 0.377, atom 3 (H): -0.511, atom 4 (C): -1.408



Best to worst by energy: <2>, <1>.



<1>
Computed, not measured: 2 unconnected molecules or ions with the total composition C8H17NO, with ωB97M-V/def2-TZVPD.

Results
HOMO energy   -9.53 eV
Frontier orbital gap   0.3778 Ha
LUMO level   0.75 eV

```
! RIJCOSX wB97M-V def2-TZVPD def2/J DEFGRID3
* xyz 0 1
H 3.32159 -1.58812 1.11603
H -4.34575 -2.02306 0.06972
H -4.69829 2.44695 0.26341
C -3.96397 0.45335 -0.01688
C 4.50414 -0.97949 -0.38239
H 3.52555 0.94997 -1.42442
H 4.79732 -1.60980 -1.20550
H 3.50321 2.08294 0.75191
H 2.42775 -1.95330 -0.51683
H -6.08120 -2.06255 -0.74635
C 3.70712 1.03025 0.63801
O -2.98094 -0.20737 0.31824
H 1.86432 0.54533 -0.40534
C -5.45064 -1.52722 0.08541
H 1.60354 -0.17827 1.09421
H 5.25649 -1.01916 0.54709
C 3.14196 -1.27637 0.02524
C 4.39360 0.57950 -0.71822
C 2.45634 0.08012 0.32033
H -2.74276 1.97967 0.58128
H 4.37086 0.67569 1.48936
H -3.31292 1.94981 -1.25493
C -3.74544 1.85150 -0.18295
N -5.06370 -0.17756 -0.43882
H -5.94445 -1.57850 1.15927
H 5.40188 1.19182 -0.84339
H -5.94560 0.36389 -0.32349
*
```

natural (NBO) population analysis, charges in e, atoms 1 to 4: atom 1 (H): 0.204, atom 2 (H): 0.251, atom 3 (H): 0.225, atom 4 (C): 0.618



<2>
Computed, not measured: a molecular structure, C8H17NO, with ωB97M-V/def2-TZVPD.

Results
HOMO energy   -8.21 eV
Frontier orbital gap   0.3338 Ha
LUMO level   0.87 eV

```
! RIJCOSX wB97M-V def2-TZVPD def2/J DEFGRID3
* xyz 0 1
C -2.46341 1.50666 1.13634
C 0.28796 1.22164 -0.47887
H -1.42727 -0.38828 0.62128
H 0.56661 -1.16130 2.50474
C 1.89429 -2.22895 0.36587
C 1.29457 -0.85017 0.51843
H 0.63041 0.53633 2.07162
C 0.91881 -0.14545 -0.55775
H 2.13006 -0.98922 -2.13488
H 0.81164 0.03126 -2.70579
H 2.12205 -0.34939 2.42702
H -1.88886 2.29663 0.15371
H 0.47094 -1.58210 -2.10432
H 1.22341 -2.90322 -0.16909
N -1.17195 1.29931 -0.73224
C -2.02564 0.41660 0.19161
H 2.83138 -2.18939 -0.19348
H -2.84222 0.05305 -0.43829
C 1.14059 -0.41480 1.95028
H -1.87166 1.55580 2.04776
H -3.52253 1.44136 1.39170
O -1.38168 1.02311 -2.14122
H 0.41324 1.67783 0.50122
H 2.10566 -2.67368 1.33713
H 0.74994 1.88338 -1.21515
C 1.09428 -0.69929 -1.95126
H -2.09061 1.63227 -2.39637
*
```

natural (NBO) population analysis, charges in e, atoms 1 to 4: atom 1 (C): -0.732, atom 2 (C): -0.265, atom 3 (H): 0.208, atom 4 (H): 0.216



Best to worst by energy: <1>, <2>.



<1>
Computed, not measured: 2 unconnected molecules or ions with the total composition C3H7FO2, with ωB97M-V/def2-TZVPD.

Results
HOMO energy (alpha / beta)   -7.71 / -7.71 eV
Frontier orbital gap (alpha / beta)   0.2774 / 0.2774 Ha
LUMO level (alpha / beta)   -0.16 / -0.16 eV

```
! RIJCOSX wB97M-V def2-TZVPD def2/J DEFGRID3
* xyz 0 1
H 2.29131 -0.13186 -0.64827
H -2.89351 0.35646 -0.36663
O 0.41149 -1.98749 0.04614
H 2.25928 1.36443 -0.03047
O -0.81981 0.60275 -0.39476
C 0.32426 0.52724 0.12496
H -2.03308 -1.10845 0.14458
C -1.98900 0.04242 0.13154
H 1.33665 1.09801 -1.54731
F 0.25683 0.44954 1.49059
C 1.63884 0.76434 -0.57548
H -2.00916 0.42132 1.20398
H 1.22591 -2.39872 0.42111
*
```

natural (NBO) population analysis, charges in e, atoms 1 to 4: atom 1 (H): 0.310, atom 2 (H): 0.209, atom 3 (O): -1.180, atom 4 (H): 0.245



<2>
Computed, not measured: a single C3H7FO2 molecule, with ωB97M-V/def2-TZVPD.

Results
HOMO energy   -10.04 eV
Frontier orbital gap   0.3928 Ha
LUMO level   0.65 eV

```
! RIJCOSX wB97M-V def2-TZVPD def2/J DEFGRID3
* xyz 0 1
F -1.32619 1.07323 -0.23011
C 0.90708 0.67635 0.17731
H 0.80957 1.70812 0.32069
O -0.80422 -0.47369 1.24986
H -1.12379 -1.67989 -0.99672
C -0.46735 -0.83981 -1.23656
H 1.12998 0.12720 1.93767
H 1.29613 0.58767 -0.77657
H -0.84125 -0.20297 -1.96888
H 0.49684 -1.19368 -1.57788
H -1.27056 0.12319 1.86593
O 1.66221 0.09036 1.16958
C -0.46846 0.00391 0.06566
*
```

natural (NBO) population analysis, charges in e, atoms 1 to 4: atom 1 (F): -0.391, atom 2 (C): -0.109, atom 3 (H): 0.160, atom 4 (O): -0.729



Best to worst by energy: <2>, <1>.